Record 1
Computed, not measured: a gas-phase ion, C3H8N3O2 (charge +1) at a distorted geometry, with the ωB97M-V functional and the def2-TZVPD basis.

Structure (XYZ):
```
16
Properties=species:S:1:pos:R:3
O 2.65282 0.21884 0.98862
O 1.96323 -0.72819 -0.84282
N 1.87812 -0.04940 0.15247
N -0.62180 -1.41684 -0.68790
N -1.54791 -0.61605 1.12844
C 0.49421 0.50283 0.37715
C -0.51418 -0.58861 0.32991
C 0.08924 1.44985 -0.75568
H -2.36565 -1.15974 0.99153
H 0.55178 2.39094 -0.71967
H 0.12935 -1.22959 -1.33572
H -1.55954 0.08838 1.89128
H -1.01833 -2.33674 -0.59715
H 0.53506 1.11458 -1.60829
H 0.42510 0.87135 1.44613
H -1.09150 1.48838 -0.75830
```

The charge is +1. Its calculated total energy is -433.49951 Ha. The gap between HOMO and LUMO comes out at 11.38 eV. As for the SMILES: C[C@@H](C(N)=[NH2+])[N+](=O)[O-]. For the lowest unoccupied orbital energy, the calculation gives -0.1602 Eh. The calculation puts the molar mass at 118.116 g mol⁻¹. The energy above the lowest of the compared OMol25 structures with the same formula, charge and spin comes out at 3.381 eV.

These are the Mulliken partial charges, in e, on atoms 1 to 8:
1 O -0.53
2 O -0.60
3 N 1.03
4 N -0.35
5 N -0.34
6 C 0.02
7 C 0.36
8 C -1.12

=====

Record 2
Computed, not measured: a molecular structure, C22H38Br2ClIrN2O9SSi, with the ωB97M-V functional and the def2-TZVPD basis.

Structure (XYZ):
```
77
Properties=species:S:1:pos:R:3
Ir -1.29087 -0.20435 -0.05396
Br -4.59159 -2.47622 -1.47849
Br -1.54877 -3.07675 -0.59747
Cl -5.82898 1.03209 2.89386
S 0.67496 -0.10282 -1.29086
Si 1.85320 -0.52936 0.49758
O 3.09724 -1.48225 0.21528
O 0.61666 -1.09241 1.42560
O -2.82381 -0.70153 1.12767
O -2.63740 1.54698 -0.65635
O -5.13289 5.51998 -1.98163
O -5.80877 5.77961 -4.01198
O 2.30370 0.88432 1.13441
O -2.30815 -0.04500 -2.09871
O -2.84636 0.57300 2.94189
N -5.25958 5.15627 -3.13170
N -0.66214 1.65469 1.21427
C 3.15728 3.06837 1.48093
C 0.44846 -0.35781 3.73429
C -4.68910 3.83912 -3.48934
C 3.41861 -2.65232 -0.59018
C -4.04481 3.11528 -2.50890
C 4.62051 1.05244 1.78527
C 3.87338 1.73670 -0.51888
C -3.50923 1.88102 -2.85556
C -4.81276 3.38545 -4.79051
C -3.62278 1.39791 -4.15714
C -2.79349 1.09550 -1.83312
C -4.83810 0.45535 1.55857
C 1.95303 -2.26454 3.09826
C 3.96685 -2.15040 -1.91587
C 4.47407 -3.41509 0.19113
C -0.53038 -2.53373 2.96649
C 3.51454 1.68820 0.95864
C -2.87185 -3.09766 -2.02611
C 2.16630 -3.48912 -0.79243
C 0.62950 -1.56687 2.83106
C -4.27228 2.15092 -5.12092
C -3.42342 0.12471 1.98479
H -4.75919 1.24189 0.80680
H -1.27019 1.73772 2.02843
H 1.18651 0.41233 3.50472
H 4.02726 3.72311 1.43687
H 4.70589 2.42172 -0.67819
H -0.34658 -3.44864 2.39961
H 0.58294 -0.65801 4.77378
H -0.65790 -2.80046 4.01584
H 2.36447 3.51614 0.87886
H 5.33138 -2.77325 0.39365
H 4.17123 0.75203 -0.88301
H 3.02559 2.09253 -1.10826
H 4.81470 0.03434 1.44771
H 4.07354 -3.76966 1.14095
H 4.23768 -2.99293 -2.55234
H -4.35831 1.78135 -6.13291
H 4.81494 -4.27616 -0.38385
H 1.74930 -3.80818 0.16483
H 2.79409 -1.56879 3.04959
H 1.93068 -2.69824 4.09787
H 2.82566 3.00949 2.51825
H 3.22218 -1.54961 -2.44155
H 2.12168 -3.06779 2.38105
H 0.30974 1.62514 1.51770
H 4.85789 -1.54326 -1.75436
H 2.40310 -4.38039 -1.37359
H -2.49225 -2.45754 -2.81105
H -1.45811 -2.07887 2.62338
H -5.29813 -0.42102 1.11070
H 4.34227 1.02862 2.83973
H 5.53942 1.63074 1.68587
H -5.32429 3.99659 -5.51958
H -3.96445 3.50682 -1.50594
H -0.55939 0.04847 3.63684
H 1.40483 -2.92783 -1.33910
H -0.81315 2.46312 0.61947
H -2.95444 -4.13364 -2.32755
H -3.20139 0.43244 -4.40108
```

The charge is +1. Its calculated total energy is -8047.82712 Ha. The gap between HOMO and LUMO (alpha / beta) comes out at 8.51 / 6.61 eV. For the lowest unoccupied orbital energy (alpha / beta), the calculation gives -0.1030 / -0.2256 Eh. The calculation puts the molar mass at 922.182 g mol⁻¹. The energy above the lowest of the compared OMol25 structures with the same formula, charge and spin comes out at 0.118 eV. As for the spin multiplicity: 6.

These are the Mulliken partial charges, in e, on atoms 1 to 8:
1 Ir 2.71
2 Br -0.09
3 Br 0.09
4 Cl -0.16
5 S -0.66
6 Si -0.84
7 O 0.76
8 O -0.49

=====

Record 3
Computed, not measured: a molecular structure, C18H45N3O10PbS at a distorted geometry, with the ωB97M-V functional and the def2-TZVPD basis.

Structure (XYZ):
```
78
Properties=species:S:1:pos:R:3
Pb 12.75697 -32.28698 -33.98136
S 11.04569 -30.28119 -32.42220
O 14.87069 -31.19079 -33.05192
O 12.37050 -30.79156 -38.36583
O 11.17320 -30.62816 -31.02077
O 10.92674 -33.50604 -35.30184
O 12.37514 -30.05932 -33.02963
O 10.64823 -31.48847 -33.10095
O 12.42915 -34.66324 -33.15339
O 10.11164 -29.20532 -32.70934
O 15.02209 -33.49560 -34.51048
O 13.02499 -25.95351 -35.54087
N 12.71493 -29.67716 -35.54850
N 13.33321 -32.59031 -36.51476
N 13.15030 -32.64500 -31.41469
C 15.44286 -33.75774 -35.83866
C 14.09311 -25.61295 -34.61920
C 15.60501 -30.09245 -33.67431
C 11.12317 -33.63588 -36.74807
C 12.81075 -33.96086 -30.93023
C 14.76073 -32.67473 -36.78011
C 15.57781 -34.44080 -33.64421
C 11.39583 -29.90925 -36.21349
C 12.46208 -35.88256 -33.82729
C 12.39934 -27.22135 -35.34298
C 15.04280 -30.98312 -31.64028
C 9.56116 -33.40572 -34.96903
C 12.58776 -33.69467 -37.08322
C 11.31268 -29.95930 -37.78865
C 11.86129 -34.71923 -31.88937
C 12.68204 -30.53614 -39.73462
C 14.43571 -32.19619 -30.79779
C 13.26280 -28.36745 -35.91438
H 12.74097 -33.71484 -38.16221
H 14.21661 -24.53036 -34.58997
H 13.07413 -36.63945 -33.33677
H 10.68571 -29.16556 -35.85190
H 15.46826 -30.01944 -34.75323
H 11.55698 -35.72237 -31.59070
H 16.65107 -34.30803 -33.50792
H 12.41747 -29.54767 -40.11017
H 8.93280 -34.20466 -35.36267
H 11.39819 -27.18974 -35.77286
H 16.11291 -31.05935 -31.44753
H 14.92692 -32.84148 -37.84439
H 12.49071 -29.52353 -34.57576
H 13.09312 -31.80968 -37.10895
H 12.98813 -34.60857 -36.64438
H 15.11311 -34.75022 -36.14581
H 9.07340 -32.60913 -35.53085
H 15.05718 -26.03557 -34.90215
H 15.24831 -29.14782 -33.26378
H 12.14894 -31.26689 -40.34283
H 12.83786 -35.80637 -34.84762
H 12.52226 -31.91041 -31.12137
H 16.65839 -30.23266 -33.43178
H 14.59547 -30.05832 -31.27593
H 14.27108 -31.93333 -29.75284
H 15.26460 -31.72406 -36.60561
H 16.52673 -33.66334 -35.90508
H 14.23850 -28.29013 -35.43465
H 12.17705 -27.40656 -34.29209
H 10.32307 -30.25718 -38.13514
H 13.77904 -25.93312 -33.62574
H 15.16395 -34.46407 -32.63610
H 10.93399 -34.14644 -31.90029
H 12.41278 -33.85999 -29.92051
H 11.41228 -36.17386 -33.86142
H 13.72730 -30.70173 -39.99560
H 10.70687 -32.80289 -37.31458
H 9.40869 -33.33077 -33.89234
H 10.96394 -30.84373 -35.85526
H 10.53795 -34.51134 -37.02947
H 13.34711 -28.22644 -36.99192
H 13.62884 -34.67675 -30.85067
H 15.51676 -35.46553 -34.01069
H 15.19323 -32.97512 -30.71093
H 11.43812 -28.97774 -38.24570
```

Its calculated total energy is -2220.38908 Ha. The gap between HOMO and LUMO comes out at 7.98 eV. For the lowest unoccupied orbital energy, the calculation gives 0.0096 Eh. The calculation puts the molar mass at 702.836 g mol⁻¹.

These are the Mulliken partial charges, in e, on atoms 1 to 8:
1 Pb 2.09
2 S 1.27
3 O 0.31
4 O -0.31
5 O -0.91
6 O 0.11
7 O -0.85
8 O -0.84

=====

Record 4
Computed, not measured: a molecular structure, C32H40Cl2MoNOP3S at a distorted geometry, with the ωB97M-V functional and the def2-TZVPD basis.

Structure (XYZ):
```
81
Properties=species:S:1:pos:R:3
Mo -2.80590 -1.10542 -0.19031
Cl -2.50255 -2.10966 -2.42534
Cl -5.20478 -1.48970 0.16780
S -1.34095 -4.75680 2.15140
P 1.78732 -0.31660 -1.12385
P -3.46119 0.87898 -1.31383
P -1.40360 1.17345 3.56607
O 0.79365 -0.17970 1.70557
N -2.32372 -2.95967 0.71810
C 4.28546 -1.52339 -0.78195
C -1.58460 0.32629 2.04881
C 3.37313 -3.28415 1.16623
C -0.44573 0.26824 4.81672
C 1.43860 3.67609 -0.48853
C -2.48361 -5.24791 1.01935
C 3.04997 0.73920 -3.37961
C 3.14528 -0.36186 -5.51420
C -2.90827 -4.12274 0.32686
C -2.73972 -0.23518 1.59828
C 2.39431 3.94129 0.48410
C 2.37715 -1.40240 -5.01156
C 2.09049 1.35724 -0.49405
C -0.53163 2.74578 3.32650
C -2.32395 1.48831 -2.60645
C -1.43140 -3.13566 1.71982
C 4.69554 -3.33278 0.74904
C -0.43288 0.27327 1.09652
C 2.50770 -2.34875 0.61985
C -0.84319 -0.55678 -0.11406
C 3.19905 2.91661 0.96232
C 2.26657 -0.29836 -2.87494
C 3.04944 1.62510 0.47872
C 1.94149 -1.37800 -3.69665
C 2.96391 -1.45803 -0.34471
C 1.28797 2.39027 -0.98043
C -5.05579 0.72842 -2.18166
C 5.14860 -2.45404 -0.22688
C 0.10378 -0.81840 -1.05939
C 3.48329 0.70579 -4.69560
C -3.69501 2.32524 -0.21935
C -3.01673 1.52469 4.30277
H -2.75021 2.56959 0.26064
H 0.47765 2.54663 2.97656
H 2.11225 -2.23780 -5.64412
H -5.19277 1.54631 -2.88604
H 5.37091 -4.06301 1.17292
H -0.21635 -1.31120 -1.96486
H -3.64169 -0.19431 2.20421
H 0.57974 0.17900 4.47196
H 1.45194 -0.22447 1.00001
H -3.64660 -4.16055 -0.46216
H -0.48167 3.30210 4.25903
H 3.48270 -0.38499 -6.54123
H -4.05755 3.19335 -0.76566
H 4.64279 -0.85632 -1.55450
H -0.85769 -2.34509 2.17637
H -3.61866 2.11401 3.61778
H 1.47106 -2.31782 0.92019
H 0.55371 2.18858 -1.74702
H 3.01240 -3.97997 1.91128
H -5.85462 0.73188 -1.44728
H 4.08399 1.51773 -5.08116
H 2.51841 4.94805 0.85952
H 6.17488 -2.50060 -0.56340
H -1.05032 3.33975 2.57945
H -0.86609 -0.72613 4.94049
H -1.49889 2.01980 -2.14137
H -4.41499 2.05436 0.54813
H -0.17791 1.27760 0.74670
H -0.46607 0.78782 5.77235
H 1.35016 -2.20251 -3.32604
H -5.07898 -0.22194 -2.70540
H 3.31417 1.57983 -2.75417
H -2.88238 2.07522 5.23035
H -1.92278 0.63376 -3.14468
H 0.81737 4.47328 -0.87269
H 3.95306 3.12320 1.70968
H 3.66100 0.82723 0.86889
H -2.83209 2.15184 -3.30295
H -2.82878 -6.25982 0.85683
H -3.53859 0.59734 4.51994
```

The charge is +2. Its calculated total energy is -3783.74348 Ha. The gap between HOMO and LUMO (alpha / beta) comes out at 7.14 / 7.63 eV. For the lowest unoccupied orbital energy (alpha / beta), the calculation gives -0.2436 / -0.2459 Eh. The calculation puts the molar mass at 746.513 g mol⁻¹. As for the spin multiplicity: 3.

These are the Mulliken partial charges, in e, on atoms 1 to 8:
1 Mo -3.15
2 Cl -0.35
3 Cl -0.33
4 S -0.08
5 P 2.58
6 P 1.52
7 P 1.66
8 O -0.78